(1)
{"formula": "C4H8N2O2", "method": "ωB97M-V with the def2-TZVPD basis set", "smiles": "CN(C=O)CC(N)=O", "orbital_gap_ha": 0.3859, "homo_energy_ha": -0.3571, "de_lowest_kcal_mol": 49.36, "elements": ["C", "N", "C", "O", "C", "C", "N", "O", "H", "H", "H", "H", "H", "H", "H", "H"], "positions_angstrom": [[0.733, -1.399, 0.686], [0.957, 0.042, 0.567], [0.439, 0.744, 1.742], [-0.030, 1.806, 1.832], [0.713, 0.552, -0.790], [-0.593, 0.217, -1.511], [-1.792, 0.613, -0.964], [-0.691, -0.505, -2.490], [1.376, -1.925, 1.314], [0.520, -1.736, -0.387], [-0.285, -1.739, 0.967], [0.748, 0.111, 2.651], [0.679, 1.657, -0.643], [1.531, 0.328, -1.417], [-1.777, 1.035, -0.158], [-2.528, 0.198, -1.399]], "forces_ev_per_a": [[-3.0, -0.2, -3.0], [-2.0, 0.3, 1.4], [3.2, -4.1, -0.6], [-1.4, 2.6, -0.4], [-1.0, 2.5, 1.3], [-1.7, -1.6, 0.2], [4.0, -1.1, -3.7], [1.3, 0.2, -0.3], [1.6, -0.9, 0.4], [1.8, -0.2, 1.2], [0.0, 0.9, 0.9], [-0.7, 0.5, -0.8], [0.2, -0.5, -0.3], [0.8, -0.5, -0.7], [-0.6, 2.9, 5.4], [-2.7, -1.0, -0.9]]}

=====

(2)
{"formula": "C4H8N2O2", "method": "ωB97M-V with the def2-TZVPD basis set", "smiles": "[H]/N=N/[C@H](C)C(=O)OC", "orbital_gap_ha": 0.3749, "homo_energy_ha": -0.3420, "de_lowest_kcal_mol": 59.01, "elements": ["H", "N", "N", "C", "C", "C", "O", "O", "C", "H", "H", "H", "H", "H", "H", "H"], "positions_angstrom": [[2.604, 2.692, 0.820], [2.045, 1.880, 1.121], [1.761, 1.186, 0.135], [0.940, 0.037, 0.432], [1.397, -1.139, -0.423], [-0.521, 0.435, 0.172], [-0.956, 1.540, 0.337], [-1.240, -0.617, -0.213], [-2.629, -0.417, -0.453], [0.979, -0.205, 1.508], [2.420, -1.400, -0.165], [1.362, -0.865, -1.474], [0.757, -1.999, -0.255], [-3.187, -1.081, 0.208], [-2.835, -0.670, -1.493], [-2.896, 0.622, -0.258]], "forces_ev_per_a": [[-0.1, -0.2, -0.3], [-0.4, -0.7, -0.1], [0.7, 1.4, 0.2], [-0.5, -0.6, 0.3], [0.0, 0.1, 0.2], [0.3, 0.3, 0.1], [0.0, 0.0, 0.0], [0.1, -0.4, -0.1], [-0.4, 0.2, 0.0], [0.1, 0.1, -0.2], [0.1, 0.0, 0.0], [0.0, 0.0, -0.1], [0.0, -0.1, 0.0], [0.0, 0.0, -0.1], [0.0, 0.0, 0.1], [0.0, -0.2, 0.0]]}

=====

(3)
{"formula": "C4H8N2O2", "method": "ωB97M-V with the def2-TZVPD basis set", "smiles": "CNC(=O)NC(C)=O", "orbital_gap_ha": 0.3817, "homo_energy_ha": -0.3525, "de_lowest_kcal_mol": 22.27, "elements": ["C", "N", "C", "O", "N", "C", "C", "O", "H", "H", "H", "H", "H", "H", "H", "H"], "positions_angstrom": [[0.608, 0.334, -2.248], [-0.511, -0.306, -1.596], [-1.123, 0.047, -0.415], [-2.290, -0.267, -0.194], [-0.433, 0.840, 0.458], [0.542, 0.025, 1.020], [0.310, -0.409, 2.444], [1.595, -0.258, 0.427], [1.504, -0.269, -2.083], [0.440, 0.340, -3.328], [0.755, 1.352, -1.881], [-1.060, -0.953, -2.151], [-1.121, 1.098, 1.154], [0.288, -1.501, 2.481], [1.129, -0.044, 3.070], [-0.633, -0.028, 2.843]], "forces_ev_per_a": [[0.6, -0.4, -0.1], [-0.8, 0.0, 0.8], [-2.5, -0.9, -3.8], [0.7, 0.0, 0.2], [0.3, 0.6, 0.8], [4.3, -0.3, 0.3], [-0.2, 0.1, 0.2], [-2.6, 0.3, 1.1], [0.1, 0.4, 0.1], [-0.2, 0.2, 0.1], [0.0, -0.2, 0.0], [0.0, 0.3, 0.3], [0.0, 0.1, 0.1], [0.1, 0.1, 0.0], [0.0, -0.2, -0.1], [0.1, -0.1, 0.0]]}

=====

(4)
{"formula": "C4H8N2O2", "method": "ωB97M-V with the def2-TZVPD basis set", "orbital_gap_ha": 0.3389, "homo_energy_ha": -0.3242, "de_lowest_kcal_mol": 212.28, "elements": ["C", "C", "C", "C", "H", "H", "H", "H", "H", "H", "H", "H", "N", "N", "O", "O"], "positions_angstrom": [[1.403, 1.578, -0.557], [-0.664, 0.536, 0.735], [-1.642, -0.186, -0.110], [2.506, -0.989, -0.068], [1.817, 1.144, -1.697], [2.260, 2.460, 0.243], [0.110, 1.973, -0.904], [-0.940, 1.695, 0.831], [-0.607, 0.457, 1.959], [-0.621, -1.579, 0.055], [3.269, -0.322, -0.411], [2.381, -2.244, -0.453], [0.886, 0.540, 0.408], [1.269, -0.822, 0.319], [-1.346, -1.318, -0.317], [-2.701, 0.412, -0.271]], "forces_ev_per_a": [[-2.5, 0.7, -0.4], [3.9, 5.8, 4.3], [-3.0, 9.1, 3.7], [-3.8, -6.2, -1.2], [-0.6, 1.2, 3.7], [-2.8, -2.6, -3.2], [4.7, 0.1, 0.9], [0.5, -2.5, -1.0], [-0.8, -1.2, -3.1], [7.4, -2.5, 3.4], [0.1, 0.5, 0.0], [1.9, 3.7, 1.3], [-1.9, -1.2, -0.3], [2.4, 3.2, -0.8], [-6.1, -6.7, -6.4], [0.6, -1.4, -1.1]]}

=====

(5)
{"formula": "C4H8N2O2", "method": "ωB97M-V with the def2-TZVPD basis set", "smiles": "N/C=N/[C@H](C=O)CO", "orbital_gap_ha": 0.3496, "homo_energy_ha": -0.3436, "de_lowest_kcal_mol": 82.78, "elements": ["N", "C", "N", "C", "C", "O", "C", "O", "H", "H", "H", "H", "H", "H", "H", "H"], "positions_angstrom": [[-2.976, 0.127, -0.546], [-1.759, 0.089, -0.024], [-0.577, 0.039, -0.600], [0.543, 0.109, 0.412], [1.352, 1.442, 0.055], [2.442, 1.368, -0.617], [1.423, -1.110, 0.372], [2.135, -1.298, -0.855], [-3.123, 0.041, -1.549], [-3.729, -0.320, 0.057], [-1.806, 0.266, 1.044], [0.157, 0.159, 1.450], [0.701, 2.383, 0.309], [0.754, -1.959, 0.326], [2.202, -1.100, 1.265], [2.263, -0.235, -1.099]], "forces_ev_per_a": [[-2.9, -1.1, -0.4], [3.8, 0.6, 0.3], [-1.5, 0.2, 1.6], [0.0, 1.3, -0.7], [1.4, -1.4, -2.1], [-4.6, 1.3, 3.0], [1.7, -0.9, -0.1], [0.1, 4.6, -0.4], [0.2, -0.2, 0.4], [1.4, 1.1, -1.3], [0.0, -0.4, 0.5], [0.0, 0.4, -0.3], [1.8, -0.9, -0.6], [-0.2, -0.5, 1.2], [-1.8, -0.1, -1.4], [0.4, -4.0, 0.3]]}

=====

(6)
{"formula": "C4H8N2O3", "method": "ωB97M-V with the def2-TZVPD basis set", "smiles": "COC(=O)NN(C)C=O", "orbital_gap_ha": 0.3909, "homo_energy_ha": -0.3671, "de_lowest_kcal_mol": 39.54, "elements": ["C", "O", "C", "O", "N", "N", "C", "C", "O", "H", "H", "H", "H", "H", "H", "H", "H"], "positions_angstrom": [[1.479, 2.155, -1.784], [0.772, 0.915, -1.719], [0.184, 0.671, -0.520], [0.170, 1.442, 0.427], [-0.341, -0.599, -0.529], [-0.609, -1.247, 0.685], [-1.930, -1.020, 1.225], [0.435, -1.745, 1.438], [0.356, -2.197, 2.573], [2.059, 2.341, -0.873], [0.775, 2.972, -1.966], [2.180, 2.100, -2.621], [-0.131, -1.180, -1.332], [-2.133, -1.733, 2.030], [-1.978, -0.008, 1.639], [-2.680, -1.140, 0.438], [1.393, -1.725, 0.890]], "forces_ev_per_a": [[0.3, 0.5, -0.2], [-0.2, -0.1, 0.5], [0.6, 0.9, 0.9], [-0.1, -1.1, -1.2], [0.2, -0.5, 0.5], [0.2, 0.0, -0.5], [-0.3, 0.1, 0.4], [0.0, -0.3, 0.9], [-0.3, 0.6, -1.5], [-0.3, -0.1, -0.1], [0.1, -0.1, 0.2], [-0.3, -0.2, 0.1], [-0.1, 0.1, 0.3], [0.2, 0.1, -0.2], [-0.2, -0.1, -0.1], [0.2, 0.0, 0.1], [-0.1, 0.1, -0.1]]}